# 1
Molecular formula: C4H7N3O2
Method: DFT, ωB97M-V with the def2-TZVPD basis set

Computed properties:
- Frontier orbital gap: 10.17 eV
- Energy relative to the best compared isomer or geometry (same formula, charge and spin): 3.937 eV
- DFT total energy: -12823.593 eV

Geometry as ORCA input:
```
! wB97M-V def2-TZVPD RIJCOSX def2/J DEFGRID3
* xyz 0 1
C -0.87904 -3.06468 1.32897
C -0.37133 -2.90784 -0.67175
C -0.54407 2.45819 -0.33894
C 1.07497 0.69786 -0.36866
N -1.30046 -3.36047 0.09995
N 0.25764 -2.47516 1.39269
N 0.60092 -2.31946 0.06485
O 2.07978 0.12585 0.21723
O 0.61104 1.78040 0.28680
H -1.37754 -3.32128 2.29428
H -0.00839 3.39661 -0.59121
H -1.23754 2.56099 0.60808
H -1.06177 2.05220 -1.19480
H -0.24409 -2.89326 -1.68221
H 1.34761 -1.78876 -0.36042
H 2.24480 0.66184 1.05691
*
```

# 2
Molecular formula: C4H7N3O2
Method: DFT, ωB97M-V with the def2-TZVPD basis set

Computed properties:
- Frontier orbital gap (spin up / spin down): 7.46 / 7.45 eV
- Energy relative to the best compared isomer or geometry (same formula, charge and spin): 6.164 eV
- DFT total energy: -12821.366 eV

Geometry as ORCA input:
```
! wB97M-V def2-TZVPD RIJCOSX def2/J DEFGRID3
* xyz 0 1
C -0.62977 -1.59482 0.01543
C 1.96683 -0.27353 0.02998
C -0.17918 1.00070 0.02444
C -0.04628 -0.25578 0.00595
N 0.32605 2.23076 -0.05779
O 2.35068 -1.57001 -0.03296
N -2.12982 1.03177 0.27294
N -2.95317 0.37790 -0.31280
O 2.77293 0.62507 0.02722
H 3.32939 -1.58378 0.03001
H 0.34507 2.76476 0.80050
H 1.12356 2.37918 -0.66524
H -3.93751 0.72248 -0.19895
H -0.31069 -2.15187 -0.86884
H -0.30168 -2.14940 0.89745
H -1.72640 -1.55344 0.03266
*
```

Number 1 is which compound? C4H7N3O2